ORCA calculation (ωB97M-V with the def2-TZVPD basis set) on a structure of composition C15H11BCo2O6 in a non-equilibrium geometry.

XYZ file:
```
35
Properties=species:S:1:pos:R:3
O -2.3768 2.4006 -3.8138
C -2.1882 1.5091 -3.1054
Co -1.9276 0.1892 -1.9477
C -3.5627 0.0623 -1.3601
O -4.6515 0.1264 -0.9839
C -0.2135 0.1311 -2.4449
O 0.8869 0.2215 -2.7914
C -1.3550 1.3420 -0.3217
C -0.5335 0.9130 0.7107
C -0.4227 -0.3476 1.4655
C 0.9264 -0.9249 1.9033
C 0.7822 -2.1158 2.6483
C 1.9016 -2.9106 2.8389
C 3.1014 -2.6022 2.1936
C 3.1790 -1.4922 1.3746
C 2.0761 -0.6764 1.1555
Co 0.1379 2.3562 -0.0174
C -0.3649 3.6278 -1.0712
O -0.7077 4.4704 -1.8080
C 1.7569 2.2572 -0.7618
O 2.7976 2.3342 -1.2618
C 0.5358 3.2185 1.4912
O 0.8606 3.7824 2.4427
H -2.2697 1.9368 -0.1233
H -1.1224 -0.4750 2.3325
H -0.2282 -2.5249 2.8046
H 1.7948 -3.8416 3.3835
H 3.9844 -3.1937 2.3781
H 4.0804 -1.2957 0.7773
H 1.9866 -0.0502 0.2432
H -0.7250 -1.1296 0.7931
B -2.0496 -1.7359 -2.2696
H -2.3470 -1.2096 -3.3396
H -0.9089 -2.1210 -2.0300
H -2.8337 -2.2316 -1.4850
```

Charge: 0
ΔE to the lowest compared entry with this formula, charge and spin in kJ/mol: 192.8
LUMO level in Ha: -0.0650
Highest occupied orbital energy in hartree: -0.3047

These are the Löwdin partial charges, in e, on atoms 1 to 6:
1. O 0.18
2. C -0.07
3. Co 0.00
4. C -0.17
5. O 0.17
6. C -0.14